A molecular structure, C4H6N2. Source: the Open Molecules 2025 dataset; level of theory: ωB97M-V with the def2-TZVPD basis set.

## Properties
LUMO energy (alpha / beta)   -0.011 / -0.011 hartree
Relative energy (zero: lowest compared OMol25 entry of this formula, charge and spin)   160.4 kcal/mol

Geometry as XYZ:
```
12
C4H6N2 ωB97M-V with the def2-TZVPD basis set
N 0.327 1.298 0.851
C 0.163 0.326 -0.177
C -1.281 0.209 -0.694
C -0.666 -0.924 0.059
C 1.334 -0.485 -0.406
N 1.797 -1.405 0.219
H 1.054 1.025 1.506
H 0.555 2.208 0.466
H -1.491 0.080 -1.754
H -1.892 0.954 -0.190
H 0.586 -1.586 0.804
H -0.485 -1.700 -0.684
```

---

C3H5N3 in the gas phase in a non-equilibrium geometry. Source: the Open Molecules 2025 dataset; level of theory: ωB97M-V with the def2-TZVPD basis set.

## Properties
SMILES   Nc1cc[nH]n1
LUMO energy   0.039 hartree
Relative energy (zero: lowest compared OMol25 entry of this formula, charge and spin)   48.2 kcal/mol

Geometry as XYZ:
```
11
C3H5N3 ωB97M-V with the def2-TZVPD basis set
N -2.021 -0.421 0.273
C -0.660 -0.191 0.129
C 0.016 1.074 -0.085
C 1.314 0.654 -0.323
N 1.391 -0.666 -0.170
N 0.171 -1.216 0.100
H -2.608 0.266 -0.179
H -2.279 -1.364 0.006
H 0.322 1.733 0.729
H 2.140 1.304 -0.578
H 2.216 -1.174 0.097
```

---

2 unconnected molecules or ions with the total composition C2H9N2Si in a non-equilibrium geometry. Source: the Open Molecules 2025 dataset; level of theory: ωB97M-V with the def2-TZVPD basis set.

## Properties
Net charge   +1
Spin multiplicity   3
LUMO energy (alpha / beta)   -0.177 / -0.249 hartree

Geometry as XYZ:
```
14
C2H9N2Si ωB97M-V with the def2-TZVPD basis set
C 1.088 1.266 0.071
C 1.332 -1.145 -0.216
N -1.095 -0.117 0.111
N 0.751 0.059 -0.569
Si -2.760 0.040 -0.122
H 0.982 0.993 1.159
H 2.145 1.456 -0.178
H 0.384 2.007 -0.274
H 2.265 -1.458 -0.920
H 1.737 -1.327 0.816
H 0.709 -1.966 -0.398
H -0.658 -0.531 0.937
H -3.962 -0.438 0.538
H -2.918 1.161 -0.956
```

---

A molecular structure, C25H19BCoF4N5OP. Source: the Open Molecules 2025 dataset; level of theory: ωB97M-V with the def2-TZVPD basis set.

## Properties
Net charge   +1
LUMO energy (alpha / beta)   -0.142 / -0.147 hartree

Geometry as XYZ:
```
57
C25H19BCoF4N5OP ωB97M-V with the def2-TZVPD basis set
Co -0.326 1.025 -1.379
N 1.480 4.662 -0.467
C 1.705 3.437 -0.945
N 0.605 2.727 -0.774
C -0.261 3.600 -0.189
N 0.232 4.790 0.020
C -1.571 3.084 0.167
C -2.562 3.821 0.801
N -3.723 3.280 1.135
C -3.896 2.000 0.845
C -2.922 1.250 0.202
N -1.754 1.790 -0.149
H 2.111 5.448 -0.447
H 2.622 3.103 -1.403
H -2.395 4.866 1.037
H -4.838 1.544 1.123
H -3.087 0.207 -0.020
O -2.032 0.499 -2.844
C -1.578 -0.185 -1.974
C -2.001 -1.443 -1.380
C -3.068 -2.230 -1.808
C -3.348 -3.379 -1.091
C -2.581 -3.732 0.016
C -1.514 -2.950 0.433
C -1.229 -1.786 -0.267
P 0.200 -0.687 -0.073
C 1.587 -1.769 -0.429
C 2.494 -2.134 0.565
C 3.509 -3.029 0.264
C 3.617 -3.553 -1.016
C 2.710 -3.190 -2.003
C 1.693 -2.298 -1.713
C 0.326 -0.091 1.619
C -0.619 -0.385 2.597
C -0.490 0.164 3.866
C 0.577 1.000 4.157
C 1.521 1.297 3.180
C 1.395 0.760 1.910
H -3.647 -1.945 -2.676
H -4.166 -4.019 -1.395
H -2.814 -4.643 0.553
H -0.909 -3.261 1.277
H 2.412 -1.726 1.564
H 4.217 -3.314 1.031
H 4.416 -4.244 -1.249
H 2.806 -3.585 -3.005
H 1.005 -2.001 -2.496
H -1.457 -1.034 2.376
H -1.223 -0.066 4.628
H 0.678 1.421 5.149
H 2.356 1.946 3.410
H 2.130 0.986 1.143
F 0.873 0.765 -2.837
B 2.418 0.784 -2.798
F 2.777 2.002 -3.319
F 2.701 0.713 -1.419
F 2.838 -0.291 -3.503
```

---

Question: What is the formula in the first record?
Answer: C4H6N2